(1)
ORCA calculation (ωB97M-V with the def2-TZVPD basis set) on a structure of composition C44H45I2N2O3P2S3Zr in a non-equilibrium geometry.

Structure (XYZ):
```
102
Properties=species:S:1:pos:R:3:mulliken_charge:R:1
I -2.28998 1.85376 -6.26221 0.19
I -3.53154 -2.02406 -1.77631 0.02
Zr -0.02583 0.01035 0.64743 -0.14
S 2.58731 -1.09445 1.61296 0.46
S 2.70163 -3.84278 -0.44767 0.08
S 0.00279 -2.98712 1.37790 0.31
P -2.41757 1.94447 1.77044 0.75
P -0.92936 0.25076 3.70743 0.77
O -0.30028 -0.56503 2.55028 -0.96
O -0.97449 1.80162 1.23392 -0.56
O -1.56731 -0.16083 -0.39366 -0.71
N 1.13431 1.58534 -0.43578 -0.10
N 0.88535 -0.94729 -1.14467 1.92
C -1.74173 5.80160 2.75904 -0.89
C -1.60501 0.28936 -1.67720 1.59
C 2.12464 -2.06462 3.08066 -0.33
C -2.59850 3.57866 2.46590 1.14
C 0.14308 -0.53248 6.11037 -0.30
C 1.66980 -5.09260 0.38483 -0.88
C 4.09438 -1.93869 0.99612 -0.99
C 2.06177 3.01461 3.65926 -0.99
C 1.61767 3.95281 4.58517 -0.74
C 1.01964 -3.12278 2.89649 -1.28
C -0.93616 -0.66505 5.23295 0.91
C 2.32764 0.97836 -1.07823 -1.27
C -4.71194 2.51930 -1.48141 -0.84
C -5.88988 0.93859 -0.09663 -0.90
C 0.05711 1.73035 4.01484 1.12
C 0.19263 2.20697 -1.42685 -1.34
C -1.98470 -2.23468 6.71784 -0.90
C 0.41542 3.76521 5.24736 -0.89
C -1.58037 4.51127 2.28387 0.06
C -1.97683 1.13272 -4.31704 -1.12
C -0.90960 -2.10828 7.58948 -0.58
C -3.72656 1.73716 0.56783 1.24
C 1.92016 -0.32122 -1.73048 0.70
C -0.36924 2.65827 4.95998 -0.39
C -3.78855 3.94151 3.09793 -0.97
C -2.73547 0.07444 -3.83259 0.02
C 0.84999 -2.50368 -2.95777 -1.68
C -3.67102 2.54300 -0.57139 -0.58
C 2.52606 -0.80629 -2.87293 -1.31
C 0.15249 -1.26414 7.28556 -0.90
C -3.93799 5.23039 3.57804 -0.83
C -0.79423 1.32074 -2.19554 0.79
C -2.52245 -0.34281 -2.53797 -0.37
C 0.23119 -4.64813 0.64771 -0.96
C 0.35969 -2.01585 -1.76397 -0.53
C 3.97000 -3.43713 0.79575 -0.81
C -2.60561 0.65426 3.08769 -1.78
C -5.81830 1.71153 -1.24662 -0.68
C -1.00935 1.71316 -3.51680 -0.68
C -4.84597 0.94625 0.81502 -0.45
C 1.98162 -1.91823 -3.50141 -0.73
C 1.29143 1.89868 3.38444 -0.46
C -2.91513 6.15728 3.41116 -0.62
C -2.00197 -1.51541 5.53557 -0.42
H -0.89911 -2.66535 8.51671 0.45
H -0.95572 6.53297 2.62419 0.47
H -2.82772 3.20810 -0.72141 0.47
H 3.73789 -3.95383 1.72568 0.34
H 2.41988 -2.29838 -4.41445 0.57
H -0.50555 -2.46602 -1.29715 0.62
H 2.22549 4.82173 4.80062 0.46
H 0.78055 2.74119 -2.17439 0.72
H 3.08420 0.80040 -0.31056 0.38
H 0.09408 4.47657 5.99606 0.52
H -3.29653 0.96946 3.86977 0.93
H -4.59645 3.22490 3.20369 0.47
H 0.98119 -1.16720 7.97378 0.47
H -0.38733 2.95201 -0.88042 0.36
H -2.81616 -2.87745 6.97319 0.47
H 0.95708 0.14587 5.88271 0.52
H 1.45921 2.35739 0.14230 0.28
H 4.32880 -1.44100 0.05354 0.33
H -4.85385 5.52320 4.07308 0.47
H -3.46930 -0.41020 -4.46170 0.62
H 1.43828 -4.12569 2.88493 0.70
H -0.41330 2.51628 -3.93344 0.55
H 3.39270 -0.30812 -3.28764 0.64
H 3.03057 3.13919 3.19020 0.56
H -0.25466 -5.35059 1.32473 0.61
H 4.87837 -1.71022 1.71749 0.61
H -3.03596 7.16418 3.78802 0.47
H -0.35017 -4.62025 -0.27457 0.40
H -6.63315 1.69475 -1.95825 0.47
H 0.32377 -3.05560 3.73031 0.46
H -2.83713 -1.61310 4.85132 0.41
H -2.97491 -0.25989 2.61234 0.86
H -0.66955 4.21751 1.77707 0.28
H -6.76404 0.33070 0.09398 0.48
H 0.36938 -3.34422 -3.43851 0.61
H -1.30867 2.50888 5.48152 0.50
H 3.04242 -2.51886 3.45183 0.96
H 1.64991 -5.96982 -0.26083 0.49
H 2.76123 1.64005 -1.83029 0.62
H 1.81340 -1.31650 3.80491 -0.37
H 2.17586 -5.38442 1.30269 0.44
H -4.67073 3.14483 -2.36378 0.55
H 4.92303 -3.81908 0.43029 0.56
H -4.92484 0.34992 1.71572 0.42
H 1.68062 1.11918 2.73948 0.58
```

Properties
Total charge: +3
Largest force on an atom, eV/A: 1.79
HOMO, eV: -14.85
Molar mass, g mol⁻¹: 1153.036
ΔE to the lowest compared entry with this formula, charge and spin, kJ/mol: 86.95
E, eV: -124030.872



(2)
ORCA calculation (ωB97M-V with the def2-TZVPD basis set) on the molecule C4H11NS2 in a non-equilibrium geometry.

Structure (XYZ):
```
18
Properties=species:S:1:pos:R:3:mulliken_charge:R:1
S -0.42405 -1.60179 3.05754 -0.24
S -0.40174 0.36676 3.52534 -0.07
N -0.58755 -0.39434 -1.51371 -0.38
C -0.01408 -0.83187 -2.85599 -1.01
C -0.49511 0.71694 0.65076 -0.49
C 0.30746 0.99560 1.94739 -0.57
C 0.34690 0.53750 -0.75414 -0.67
H -1.14826 1.60520 0.31828 0.19
H 0.68389 -2.25672 3.60193 0.16
H -0.76570 -1.46244 -3.34040 0.35
H 1.37948 0.22324 -0.70587 0.42
H -0.74326 -1.25689 -0.96960 0.23
H -1.24456 -0.13228 0.78494 0.37
H 0.49306 1.51020 -1.14505 0.38
H 1.47207 0.85153 1.71971 0.31
H 0.35253 2.09736 2.06835 0.34
H 1.00315 -1.09187 -3.05469 0.32
H -0.21422 0.12388 -3.33480 0.35
```

Properties
Largest force on an atom, eV/A: 3.94
HOMO, eV: -9.16
Structure (SMILES): CNCCCSS
Molar mass, g mol⁻¹: 137.273
ΔE to the lowest compared entry with this formula, charge and spin, kJ/mol: 211.89
E, eV: -27485.069



(3)
ORCA calculation (ωB97M-V with the def2-TZVPD basis set) on a structure of composition C42H37BCl5N10O3Rb.

Structure (XYZ):
```
99
Properties=species:S:1:pos:R:3:mulliken_charge:R:1
Rb 0.23418 -0.00461 0.08373 0.43
Cl -1.19960 -3.48782 6.17988 -0.24
Cl 1.61168 -4.80475 5.86317 -0.25
Cl 2.51788 -1.77016 1.48925 -0.24
Cl 3.46801 -3.97476 3.49381 -0.24
Cl -2.23068 -1.49295 4.01185 -0.21
O -5.43262 2.28240 2.51903 -0.58
O -5.66494 1.43994 -1.24804 -0.02
O -2.79979 -3.83954 -0.20776 -0.66
N -4.27405 0.39580 1.03316 0.62
N 2.03386 0.60897 -2.88345 -0.48
N -0.09708 2.79779 -1.12455 0.41
N 2.47914 1.90722 0.09991 -0.09
N -3.03522 -0.87699 -0.50716 0.63
N 0.39528 -2.90646 -1.53885 0.35
N 2.04191 1.91109 -3.19574 0.43
N 0.83502 3.57574 -1.69287 -0.12
N 3.01967 2.53183 -0.95325 0.10
N -5.35875 -1.16721 -0.27518 0.14
C -5.92758 1.61234 3.66250 -0.87
C -9.06752 0.13643 -1.74893 -0.71
C -4.01959 2.24636 2.47218 0.58
C -3.37383 -1.31455 -2.84633 -0.48
C 1.95950 -0.04940 -4.03252 -0.50
C 0.42557 4.86245 -1.72497 -0.31
C -6.75633 0.63546 -1.23624 0.98
C -7.62641 -1.57651 -0.89324 -0.57
C 0.32252 -4.77623 -3.59920 -0.27
C -1.90837 3.05355 3.21378 -0.67
C 1.43208 -2.28056 2.76350 1.04
C 0.69717 -4.18284 -1.32027 -0.19
C 1.89465 -3.23953 3.66155 -0.47
C 3.48065 1.58965 0.90603 -0.39
C -5.82053 2.80297 -1.56454 -1.08
C -3.37210 1.27973 1.69519 -1.23
C -4.12703 -0.50426 0.05025 -0.44
C -1.29691 2.06109 2.45433 -0.50
C -1.10258 3.59053 -0.79058 -0.35
C 4.70998 2.01045 0.36750 -1.15
C -8.00680 1.03391 -1.68195 -0.80
C 0.66588 -5.15346 -2.30848 -0.86
C -0.19322 -3.05265 4.82696 -0.45
C 0.04329 -2.55634 -2.77478 -0.41
C -3.29439 3.15179 3.22280 -0.44
C -6.55288 -0.69056 -0.78605 0.02
C -0.82582 4.92390 -1.14849 -1.35
C -8.86597 -1.17701 -1.36960 -0.64
C 1.07207 -3.62474 4.71493 0.57
C -2.09632 -3.18108 0.85851 -0.29
C -3.61246 -2.15934 -3.91599 -0.94
C -0.61099 -2.14500 3.85575 0.40
C -3.04444 -3.19216 -1.38183 0.68
C 0.00734 -3.44730 -3.83486 -0.85
C 1.90562 0.83784 -5.12094 -1.04
C -3.12811 -1.79622 -1.55426 -0.29
C 1.97280 2.08323 -4.53042 -0.28
C 0.16798 -1.70872 2.79036 -1.01
C -3.31359 -4.03387 -2.45960 -0.43
C -3.61012 -3.53263 -3.71477 -0.61
C 4.35977 2.61271 -0.82305 -0.28
C -1.98542 1.14162 1.64491 0.85
B 2.20315 3.05092 -2.14988 0.27
H -10.03082 0.47105 -2.11244 0.38
H -3.81630 3.89908 3.81152 0.41
H -9.67219 -1.89698 -1.43715 0.36
H -0.20870 1.99094 2.51600 0.21
H -6.48072 3.30346 -0.84944 0.40
H -5.59751 2.09906 4.58614 0.38
H -7.01818 1.63921 3.61062 0.28
H -3.27956 -5.10200 -2.28062 0.45
H 2.80157 3.96007 -2.67469 -0.20
H -7.47783 -2.60396 -0.58023 0.41
H 1.84528 0.60315 -6.17109 0.38
H -3.81849 -4.21421 -4.53127 0.34
H 5.69547 1.89794 0.78840 0.36
H -6.20845 2.94432 -2.57917 0.36
H -5.59022 0.56943 3.69218 0.23
H -0.18825 -1.50737 -2.92108 0.68
H -1.32417 3.74952 3.81180 0.35
H 4.97063 3.08165 -1.57782 0.42
H -1.77945 -3.97714 1.53120 0.28
H 0.98600 -4.42886 -0.30294 0.39
H 0.90782 -6.18127 -2.06995 0.41
H -2.73616 -2.48728 1.39773 0.08
H 1.96287 3.07012 -4.96496 0.44
H -8.15641 2.05328 -2.00968 0.41
H 3.29504 1.07736 1.83690 0.61
H -1.44480 5.79487 -1.00852 0.38
H -5.23909 -2.16143 -0.37618 0.30
H 0.29964 -5.49807 -4.40627 0.39
H -4.82549 3.23553 -1.49621 0.23
H -1.96259 3.18844 -0.27607 0.54
H -1.21963 -2.63254 0.51545 0.17
H -5.23286 0.60575 1.25315 0.40
H 1.04741 5.64124 -2.13644 0.42
H -3.40388 -0.23871 -2.97174 0.56
H -3.82290 -1.75613 -4.89974 0.38
H 1.94218 -1.12844 -4.04535 0.74
H -0.28015 -3.10616 -4.81994 0.43
```

Properties
Total charge: -2
Largest force on an atom, eV/A: 0.80
HOMO, eV: -1.21
Molar mass, g mol⁻¹: 1003.370
ΔE to the lowest compared entry with this formula, charge and spin, kJ/mol: 111.41
E, eV: -129142.567



(4)
ORCA calculation (ωB97M-V with the def2-TZVPD basis set) on the ion C6H14NO with charge -1 in a non-equilibrium geometry.

Structure (XYZ):
```
22
Properties=species:S:1:pos:R:3:mulliken_charge:R:1
O 1.36121 1.79262 -0.66316 -0.91
N -1.28825 0.05934 1.31818 -0.57
C -0.90287 -1.02284 -0.90947 -0.57
C -1.28202 0.22470 -0.15770 -0.49
C -1.31253 1.42589 1.92638 -0.85
C 0.49243 -1.58465 -0.58523 -1.06
C 1.57483 -0.60707 -0.13703 -0.24
C 1.81084 0.59354 -1.12401 -0.69
H -1.39943 1.25050 3.00092 0.32
H -1.03736 -0.78276 -1.97486 0.33
H -2.16642 2.03997 1.63478 0.26
H -1.63779 -1.80559 -0.65700 0.35
H -0.54804 1.02961 -0.37849 0.23
H -2.22101 0.73834 -0.41532 0.45
H 1.46050 0.36998 -2.14761 0.20
H -0.46562 -0.41665 1.65681 0.37
H 0.46016 -2.54419 -0.05568 0.36
H 2.93208 0.57322 -1.18533 0.28
H 2.48370 -1.14705 0.16357 0.49
H 0.89752 -1.95030 -1.56265 0.36
H 1.23144 -0.15269 0.80076 0.04
H -0.44338 1.91607 1.45215 0.33
```

Properties
Total charge: -1
Largest force on an atom, eV/A: 2.50
HOMO, eV: -2.31
Structure (SMILES): CNCCCCC[O-]
Molar mass, g mol⁻¹: 116.184
ΔE to the lowest compared entry with this formula, charge and spin, kJ/mol: 132.66
E, eV: -9985.249



(5)
ORCA calculation (ωB97M-V with the def2-TZVPD basis set) on a cluster of 2 separate species, CH8N3 in total in a non-equilibrium geometry.

Structure (XYZ):
```
12
Properties=species:S:1:pos:R:3:mulliken_charge:R:1
N -1.55544 -1.17514 -0.17846 -0.37
N -0.02850 0.14503 1.07691 -0.28
N 1.64881 0.96896 -0.98442 -0.85
C -1.15131 -0.61266 0.96517 -0.22
H 2.66173 0.90708 -0.72879 0.23
H 1.41332 1.95922 -1.18934 0.24
H -1.76079 -0.58710 1.81649 0.39
H 0.55132 0.25320 0.21177 0.19
H 0.34375 0.47641 1.95366 0.16
H -0.97037 -1.23439 -1.00727 0.13
H -2.46732 -1.55106 -0.21655 0.16
H 1.31480 0.45045 -1.71919 0.22
```

Properties
Largest force on an atom, eV/A: 4.08
2S+1: 2
HOMO (alpha / beta), eV: -3.56 / -8.50
Molar mass, g mol⁻¹: 62.096
ΔE to the lowest compared entry with this formula, charge and spin, kJ/mol: 59.00
E, eV: -5634.662